C30H67B3N3O22S7 | the ωB97M-V functional and the def2-TZVPD basis

Output
E (Ha): -5864.46062
LUMO level (eV): 1.67
Charge: -1
Maximum force (Eh/bohr): 0.2254
Gap between HOMO and LUMO (eV): 6.888

The geometry in XYZ format:
```
132
C30H67B3N3O22S7, DFT the ωB97M-V functional and the def2-TZVPD basis
C -3.3600 -2.6996 -0.7951
C -1.7527 -2.3883 -0.4840
B -1.2962 -0.8781 -0.9598
O -0.9789 0.1544 0.0886
C -1.1349 -0.3897 -2.5503
C -1.9097 1.0371 -2.7751
C -1.2492 2.3873 -3.4839
C -2.0073 3.7994 -3.7576
N -3.4362 3.9687 -3.3688
C -4.0703 2.8019 -2.6925
C -3.4966 1.3229 -2.3263
O -1.8235 -1.2549 -3.5650
B -1.0823 -0.9662 -4.8432
N -1.1160 -2.0685 -5.8863
C -1.0323 -3.2929 -5.2391
S -1.0087 -4.6797 -4.2192
O 0.2324 -0.2935 -4.5509
C 0.3950 -0.5941 -3.1170
B 1.6403 0.0635 -2.2681
O 1.6278 1.4735 -1.8204
N 2.8568 -0.7793 -1.8627
C 2.4653 -1.9664 -1.0099
C 3.6614 -1.2036 -3.0740
H -3.6917 -2.2860 -1.8510
H -3.5071 -3.8777 -0.7377
H -4.0113 -2.1252 0.0166
H -1.6487 -2.4454 0.6977
H -1.1035 -3.2576 -0.9637
H -0.1227 -0.1874 0.4852
H -0.1173 2.3077 -3.8398
H -1.4145 4.6655 -4.3001
H -5.2081 2.9745 -2.3668
H -4.1483 0.4937 -1.7759
H -1.7921 -0.1432 -5.3486
H 0.4930 -1.7797 -3.1374
H 2.3531 1.6540 -1.1511
H 2.3044 -1.5934 0.0892
H 1.5274 -2.5597 -1.3840
H 3.3673 -2.7475 -1.0185
H 3.1226 -2.1297 -3.5453
H 4.7329 -1.4871 -2.6978
H 3.7646 -0.2830 -3.7892
O 1.3482 -0.3948 2.1221
S 1.6435 -1.2506 3.2487
O 0.6112 -1.9931 3.9417
O 2.5076 -0.4036 4.3464
C 1.9570 0.8035 4.8569
C 0.8252 0.5311 5.8311
C 2.9152 -2.3946 2.7792
H 1.6285 1.4535 4.0393
H 2.7618 1.3271 5.3828
H -0.0270 0.0647 5.3284
H 0.4744 1.4596 6.2884
H 1.1511 -0.1545 6.6200
H 3.7228 -1.8497 2.2868
H 2.4739 -3.1158 2.0882
H 3.2765 -2.9100 3.6709
O 1.1361 -1.7953 8.4022
S 0.2238 -2.1079 9.4787
O -0.0642 -1.1661 10.5404
O 0.6591 -3.5342 10.1459
C 1.9812 -3.6710 10.6503
C 2.1627 -2.9094 11.9508
C -1.3210 -2.6343 8.7837
H 2.7143 -3.3555 9.9006
H 2.1463 -4.7372 10.8354
H 2.0685 -1.8309 11.7951
H 3.1508 -3.0991 12.3773
H 1.3979 -3.1998 12.6784
H -1.1292 -3.3743 8.0044
H -1.8082 -1.7561 8.3549
H -1.9435 -3.0524 9.5768
O -5.3156 -0.2046 -8.9959
S -6.2279 -0.5172 -7.9194
O -6.5159 0.4246 -6.8577
O -5.7926 -1.9435 -7.2522
C -4.4705 -2.0802 -6.7478
C -4.2890 -1.3187 -5.4473
C -7.7727 -1.0435 -8.6144
H -3.7374 -1.7648 -7.4975
H -4.3054 -3.1465 -6.5626
H -4.3831 -0.2401 -5.6029
H -3.3009 -1.5083 -5.0208
H -5.0537 -1.6090 -4.7196
H -7.5809 -1.7835 -9.3936
H -8.2599 -0.1654 -9.0431
H -8.3952 -1.4617 -7.8212
O 7.0278 -0.7700 -1.5263
S 7.9943 0.2689 -1.2519
O 8.7023 0.3469 0.0090
O 7.3146 1.7216 -1.5631
C 6.1115 2.0653 -0.8883
C 6.3673 2.4014 0.5698
C 9.1981 0.2877 -2.5545
H 5.3719 1.2639 -0.9865
H 5.7014 2.9472 -1.3908
H 6.7185 1.5255 1.1228
H 5.4533 2.7554 1.0529
H 7.1398 3.1720 0.6588
H 8.6840 0.2671 -3.5173
H 9.8212 -0.6020 -2.4432
H 9.8128 1.1845 -2.4575
O 0.1262 3.4628 -7.4543
S 1.3876 2.9585 -6.9611
O 1.8408 3.2108 -5.6090
O 2.5731 3.3864 -8.0006
C 2.7488 4.7655 -8.2976
C 3.3817 5.5092 -7.1356
C 1.4508 1.2077 -7.2389
H 1.7968 5.2214 -8.5888
H 3.4146 4.8256 -9.1645
H 2.7171 5.5269 -6.2670
H 3.5990 6.5447 -7.4093
H 4.3100 5.0200 -6.8234
H 1.1480 0.9972 -8.2663
H 0.7575 0.7357 -6.5396
H 2.4658 0.8541 -7.0489
O -3.2343 0.1095 7.4612
S -4.1927 1.1223 7.0808
O -3.9232 2.5358 7.2439
O -5.6314 0.7786 7.7743
C -5.6872 0.6444 9.1884
C -5.5784 1.9910 9.8804
C -4.6724 0.8504 5.3949
H -4.9138 -0.0460 9.5409
H -6.6559 0.1960 9.4311
H -4.5968 2.4440 9.7143
H -5.7181 1.8858 10.9592
H -6.3271 2.6878 9.4897
H -4.9166 -0.2047 5.2580
H -3.8267 1.1247 4.7610
H -5.5299 1.4846 5.1626
```


C30H68FN4 | the ωB97M-V functional and the def2-TZVPD basis

Output
E (Ha): -1502.21666
LUMO level (eV): -4.36
Charge: +1
Maximum force (Eh/bohr): 0.0957
Gap between HOMO and LUMO (eV): 5.192

The geometry in XYZ format:
```
103
C30H68FN4, DFT the ωB97M-V functional and the def2-TZVPD basis
C -2.5989 0.6659 1.4509
C -2.3329 2.0106 2.4107
C -1.2122 2.9262 1.6426
C -2.0376 4.2654 1.0734
C -0.0147 3.5144 2.5903
C 1.1609 3.9846 1.5063
N 2.5292 3.6516 2.1047
C 2.2984 2.8945 3.2268
C 0.7272 2.5675 3.6983
C 0.6654 0.9344 3.5848
C 0.7185 3.2807 5.1937
C -0.7358 3.2477 5.9473
C -1.4208 4.7515 5.8169
F -1.6608 5.3810 7.1612
H -3.4304 0.9533 0.6459
H -1.6507 0.3586 0.8301
H -2.9010 -0.2818 2.0898
H -3.3888 2.5645 2.4364
H -2.0502 1.6845 3.4990
H -0.8314 2.3725 0.6612
H -2.6160 4.7017 2.0104
H -2.8887 3.9573 0.2969
H -1.3249 5.1037 0.6714
H -0.3139 4.5156 3.1176
H 1.1616 3.2674 0.5534
H 1.0271 5.0327 0.9908
H 3.4893 3.9374 1.7457
H 3.1349 2.4748 3.9475
H 0.0554 0.5386 2.6387
H 0.1655 0.5182 4.5856
H 1.7492 0.4971 3.5545
H 1.5457 2.7243 5.8360
H 1.1050 4.3764 5.0418
H -1.4836 2.4355 5.5609
H -0.5040 3.1120 7.1105
H -0.7787 5.4808 5.1597
H -2.4663 4.6371 5.2741
C -8.2679 -0.8461 2.5396
C -6.9276 -1.2500 1.9311
N -6.4992 -2.6026 2.2948
C -5.0955 -2.8750 1.9751
C -4.6910 -2.8618 0.5050
C -7.4334 -3.6875 1.9797
C -7.8716 -3.8449 0.5275
H -8.2662 -0.9789 3.6268
H -8.4683 0.2096 2.3313
H -9.0968 -1.4248 2.1191
H -6.1850 -0.5328 2.3029
H -6.9742 -1.1171 0.8456
H -4.8022 -3.8373 2.4130
H -4.4795 -2.1326 2.5005
H -5.0501 -3.7472 -0.0202
H -3.5978 -2.8661 0.4249
H -5.0508 -1.9704 -0.0186
H -8.3337 -3.5500 2.5905
H -7.0176 -4.6412 2.3281
H -8.1636 -2.8958 0.0704
H -8.7418 -4.5086 0.4788
H -7.0912 -4.3014 -0.0843
C 4.1437 2.1933 -4.8832
C 3.5744 1.3997 -3.7102
N 4.4436 1.3852 -2.5315
C 4.0542 0.3865 -1.5326
C 2.6999 0.5583 -0.8534
C 4.8282 2.6923 -1.9908
C 3.7105 3.6457 -1.5815
H 5.1514 1.8509 -5.1420
H 3.5084 2.0622 -5.7648
H 4.1849 3.2659 -4.6672
H 3.4413 0.3693 -4.0633
H 2.5757 1.7802 -3.4735
H 4.8305 0.3220 -0.7600
H 4.0646 -0.5987 -2.0184
H 2.7123 1.3731 -0.1291
H 2.4476 -0.3543 -0.3012
H 1.8929 0.7362 -1.5713
H 5.4484 3.2011 -2.7384
H 5.5020 2.5511 -1.1364
H 2.9233 3.7207 -2.3362
H 4.1216 4.6515 -1.4419
H 3.2571 3.3550 -0.6320
C 1.9318 -3.3074 -2.8639
C 2.5373 -4.4511 -3.6732
N 3.1772 -4.0181 -4.9175
C 3.4793 -5.1221 -5.8323
C 4.4911 -6.1650 -5.3701
C 4.2309 -3.0071 -4.7893
C 5.4174 -3.3316 -3.8879
H 1.2440 -2.7111 -3.4729
H 1.3671 -3.7090 -2.0166
H 2.7021 -2.6439 -2.4576
H 1.7131 -5.1327 -3.9190
H 3.2275 -5.0127 -3.0358
H 3.8071 -4.7162 -6.7975
H 2.5380 -5.6422 -6.0560
H 5.5101 -5.7781 -5.3967
H 4.4614 -7.0292 -6.0438
H 4.2793 -6.5331 -4.3613
H 3.7719 -2.0813 -4.4223
H 4.6068 -2.7419 -5.7854
H 5.1125 -3.7424 -2.9218
H 5.9833 -2.4157 -3.6857
H 6.1077 -4.0315 -4.3625
```


What is the maximum force in the second record?
0.0957 Eh/bohr


The lowest gap between HOMO and LUMO belongs to which entry?
C30H68FN4